This record from the OMol25 dataset describes C4H14N2O2 as an isolated structure at a distorted geometry. The level of theory is ωB97M-V/def2-TZVPD.

Atoms and positions in Å:
O 1.498 0.038 -1.074
O 0.040 1.043 -2.930
N -0.710 1.797 0.188
N 1.228 -1.171 0.980
C -1.534 1.120 1.146
C 1.830 -1.109 -0.431
C -0.841 -0.094 1.801
C -0.150 -1.107 0.785
H 0.854 0.638 -2.480
H 0.059 1.335 -0.282
H 2.923 -1.159 -0.326
H -0.811 -1.978 0.782
H -1.270 2.312 -0.486
H 1.457 -1.907 -1.108
H 0.207 1.259 -3.847
H -1.874 1.824 1.909
H -0.375 -0.493 -1.108
H -0.140 -0.632 -0.346
H -2.506 0.716 0.783
H 1.593 -2.033 1.326
H -0.043 0.406 2.338
H -1.433 -0.807 2.381

Forces on atoms 1 to 3 (eV/Å):
-0.611 -0.110 0.140
0.462 -0.491 0.722
-0.272 0.753 -0.316

Computed properties:
- Gap between HOMO and LUMO: 7.4 eV

This record from the OMol25 dataset describes C57H42OP3S4SiSn as an isolated structure at a distorted geometry. The level of theory is ωB97M-V/def2-TZVPD.

Atoms and positions in Å:
Sn -0.621 -0.893 0.346
S -2.597 -2.486 0.923
S -0.261 -5.839 -0.526
S -2.793 -5.492 0.840
S 0.274 -2.837 -0.849
P -0.192 -0.585 2.994
P 2.059 -0.456 -2.304
P -2.350 0.802 -0.803
Si 0.699 1.432 0.155
O -1.985 -7.765 -0.602
C -4.822 0.751 0.552
C -1.929 -4.008 0.546
C -1.945 -0.238 -4.677
C 2.259 1.335 -2.327
C 3.663 -0.881 -1.496
C 0.002 -3.985 5.117
C 1.859 2.108 -1.206
C -6.192 0.650 0.618
C -0.683 -4.155 -0.097
C -3.305 1.501 4.496
C -2.738 4.710 0.466
C 2.391 -0.902 -4.040
C -3.042 3.437 -0.027
C 3.091 -2.065 -4.353
C 1.129 0.704 2.943
C -6.859 0.059 -0.456
C -1.488 4.909 1.106
C -2.240 1.065 3.695
C 0.457 -2.116 3.655
C 1.363 -4.063 5.468
C -6.161 -0.494 -1.550
C 3.681 -1.437 -0.182
C 3.279 3.314 -3.324
C -0.778 2.642 0.545
C 6.023 -1.172 -1.603
C -0.515 3.885 1.131
C 1.689 1.347 1.759
C 2.229 -3.305 4.750
C 2.140 3.510 -1.220
C 4.891 -1.986 0.298
C -2.225 2.134 -4.550
C 6.079 -1.931 -0.455
C 3.204 -2.571 -5.627
C -3.584 0.817 5.661
C -1.876 -0.323 -3.287
C 4.847 -0.790 -2.198
C -0.450 -3.070 4.169
C 2.853 4.106 -2.260
C -1.637 -0.539 5.407
C -2.064 2.435 -0.007
C 1.641 1.205 4.159
C -1.799 -6.656 -0.131
C 1.844 -2.270 3.923
C -1.978 0.831 -2.547
C 1.747 -0.291 -5.074
C -2.020 1.002 -5.309
C -4.782 -0.412 -1.586
C 3.022 1.952 -3.346
C 3.315 2.592 3.041
C 1.730 -0.840 -6.376
C -2.126 2.085 -3.164
C 2.656 2.169 4.187
C -4.076 0.270 -0.589
C 2.460 -1.999 -6.646
C -2.684 -0.130 6.177
C 2.859 2.145 1.799
C -1.506 -0.057 4.056
H 4.880 -2.422 1.261
H 2.954 2.552 5.162
H 4.062 3.410 3.072
H -1.995 1.082 -6.401
H -0.811 -1.040 5.877
H -6.810 1.058 1.420
H -1.838 -1.279 -2.778
H 3.236 1.368 -4.247
H 2.739 -1.448 0.417
H -1.492 -3.082 3.937
H 1.140 0.538 -4.773
H 1.127 0.897 5.102
H 3.318 -3.511 4.759
H 1.694 4.096 -0.432
H 3.011 5.191 -2.176
H -7.944 -0.063 -0.411
H -2.789 -0.506 7.178
H -3.989 3.250 -0.516
H 1.637 -4.798 6.270
H 0.394 3.987 1.698
H 7.040 -2.397 -0.092
H -1.989 1.613 2.791
H -0.781 -4.602 5.594
H -2.451 3.079 -5.044
H -3.743 2.469 4.158
H 6.965 -0.921 -2.144
H 2.427 -2.452 -7.628
H -4.180 -0.891 -2.363
H -2.179 3.010 -2.557
H 3.838 -3.430 -5.842
H -4.289 1.057 1.459
H -3.479 5.470 0.410
H -6.719 -1.071 -2.302
H -1.833 -1.130 -5.265
H 3.487 2.368 0.917
H 3.900 3.674 -4.160
H 2.621 -1.629 3.575
H -4.508 1.013 6.216
H 4.794 -0.367 -3.248
H 3.547 -2.609 -3.528
H 1.116 -0.288 -7.137
H -1.240 5.888 1.580

Forces on atoms 1 to 3 (eV/Å):
-0.215 0.015 -0.317
-0.582 1.135 0.393
0.319 0.869 -0.059

Computed properties:
- Gap between HOMO and LUMO: 6.0 eV
- Total charge: +1

no.,energy (a.u.)
1,-420.56181
2,-5392.88946